[1]
{"formula": "C8H18N4", "method": "wB97M-V/def2-TZVPD", "de_lowest_kj_mol": 497.2, "e_lumo_ha": [-0.347, -0.392], "e_homo_ev": [-17.26, -16.58], "charge": 2, "energy_ha": -533.849798, "symbols": ["C", "C", "C", "C", "C", "C", "C", "C", "N", "N", "N", "N", "H", "H", "H", "H", "H", "H", "H", "H", "H", "H", "H", "H", "H", "H", "H", "H", "H", "H"], "xyz": [[2.464, 1.395, -1.740], [-1.352, -0.577, 0.024], [1.298, 0.414, -1.710], [1.357, 2.964, -0.216], [0.169, 1.938, -0.238], [-2.285, -2.175, 1.630], [-0.548, -2.878, 0.222], [1.318, 0.043, 0.724], [2.422, 2.472, -1.094], [-1.341, -1.782, 0.578], [-2.375, 0.179, 0.063], [0.636, 0.549, -0.453], [3.231, 1.340, -2.525], [0.741, 0.646, -2.568], [1.804, -0.573, -1.865], [0.962, 3.931, -0.661], [1.842, 3.270, 0.763], [-0.462, 2.030, 0.695], [-0.330, 2.260, -1.127], [-3.193, -2.606, 1.088], [-1.841, -2.861, 2.260], [-2.531, -1.253, 2.208], [0.173, -2.574, -0.558], [0.055, -3.280, 1.060], [-1.129, -3.698, -0.101], [1.780, -0.921, 0.492], [2.115, 0.784, 1.151], [0.644, -0.100, 1.515], [-3.314, -0.122, 0.553], [-2.311, 1.186, -0.172]], "atomic_forces_ev_per_a": [[0.4, 3.4, 0.3], [0.3, -3.4, 0.7], [1.6, -2.2, 1.0], [2.0, 1.0, -0.2], [-0.1, -0.7, 0.7], [-2.8, 2.5, -1.6], [3.6, -0.5, -0.8], [2.6, 0.4, 0.1], [-0.7, -0.3, 0.0], [-0.3, 2.2, 0.3], [-3.0, 2.0, 1.0], [-0.9, 1.6, 0.5], [0.0, -0.7, 0.3], [-1.3, 0.3, -1.0], [-0.9, 0.5, 0.4], [0.5, -1.1, 0.5], [-0.9, -0.8, -0.9], [0.8, -0.1, -1.0], [-0.9, -0.1, -0.4], [1.0, 0.5, 1.1], [0.9, -1.5, 1.2], [-0.2, -0.9, -0.2], [-0.4, -0.4, 0.1], [-0.4, 0.5, -0.1], [-0.9, -0.8, -0.7], [0.1, 0.3, 0.1], [-1.2, -1.2, -1.1], [-1.1, -0.1, 1.0], [2.3, 0.6, -1.5], [-0.2, -1.0, 0.2]], "nbo_charge": [0.1226, 0.6805, -0.3019, -0.2818, -0.2696, -0.4212, -0.4185, -0.4523, -0.2124, -0.4019, -0.7810, -0.2061, 0.2848, 0.2726, 0.2713, 0.2829, 0.2750, 0.2609, 0.2373, 0.2440, 0.2484, 0.2194, 0.2150, 0.2371, 0.2474, 0.2441, 0.2603, 0.2338, 0.4664, 0.4430]}

***

[2]
{"formula": "C3F9NaO9S3", "method": "wB97M-V/def2-TZVPD", "de_lowest_kj_mol": 0.0, "e_lumo_ha": 0.133, "e_homo_ev": -3.52, "charge": -2, "energy_ha": -3047.379139, "symbols": ["Na", "C", "F", "F", "F", "S", "O", "O", "O", "C", "F", "F", "F", "S", "O", "O", "O", "C", "F", "F", "F", "S", "O", "O", "O"], "xyz": [[-0.052, 0.246, 2.044], [2.166, -4.052, 1.223], [1.756, -4.648, 2.352], [3.332, -3.430, 1.432], [2.392, -5.040, 0.339], [0.852, -2.890, 0.578], [1.432, -2.228, -0.553], [-0.223, -3.813, 0.306], [0.601, -2.037, 1.745], [-3.515, 1.020, -1.081], [-4.224, 1.005, -2.197], [-3.038, 2.268, -0.904], [-4.320, 0.777, -0.033], [-2.101, -0.214, -1.121], [-1.352, 0.110, -2.309], [-1.375, -0.035, 0.129], [-2.847, -1.448, -1.268], [0.734, 3.689, -0.173], [0.887, 4.385, -1.296], [0.836, 4.585, 0.844], [-0.505, 3.210, -0.113], [1.979, 2.322, -0.018], [3.273, 2.970, -0.054], [1.626, 1.746, 1.281], [1.686, 1.505, -1.155]], "atomic_forces_ev_per_a": [[0.4, -0.4, -1.2], [-0.8, 0.4, -0.8], [0.3, 0.1, 0.3], [0.2, -0.1, 0.4], [0.2, -0.1, -0.1], [-0.8, 0.0, 0.1], [0.4, -0.1, 0.1], [0.1, -0.2, 0.1], [0.3, 0.2, 0.2], [1.8, -0.1, 0.8], [-0.5, 0.0, -0.3], [-0.2, 0.2, -0.2], [-0.5, -0.1, 0.0], [0.2, -1.2, -1.3], [-0.2, 0.8, 0.2], [-0.6, 0.4, 0.3], [-0.2, 0.2, 0.7], [0.4, -0.1, 0.7], [-0.1, 0.1, -0.4], [0.1, 0.0, 0.1], [-0.2, -0.1, -0.2], [0.4, -0.3, -0.4], [-0.2, 0.3, 0.4], [-0.3, 0.1, 0.3], [-0.2, -0.1, -0.1]], "nbo_charge": [0.9637, 0.6778, -0.3409, -0.3347, -0.3419, 2.3600, -0.9460, -0.9838, -1.0780, 0.6846, -0.3262, -0.3432, -0.3461, 2.3557, -0.9676, -1.0494, -0.9970, 0.6777, -0.3293, -0.3578, -0.3190, 2.3571, -0.9982, -1.0743, -0.9433]}

***

[3]
{"formula": "CH8NO2", "method": "wB97M-V/def2-TZVPD", "de_lowest_kj_mol": 55.9, "e_lumo_ha": -0.191, "e_homo_ev": -15.45, "charge": 1, "energy_ha": -247.864912, "symbols": ["C", "N", "H", "H", "H", "H", "H", "H", "O", "H", "H", "O"], "xyz": [[-1.306, -0.717, -1.190], [-1.429, 0.493, -0.832], [-1.320, -0.986, -2.243], [-1.180, -1.513, -0.463], [-1.326, 0.650, 0.180], [-1.512, 1.274, -1.482], [2.427, 0.050, -0.632], [3.016, -0.003, 0.828], [2.223, -0.086, 0.285], [0.620, -0.198, 1.427], [-0.075, 0.622, 2.533], [-0.137, 0.413, 1.589]], "atomic_forces_ev_per_a": [[-0.1, -0.1, -0.9], [0.2, -0.5, 0.4], [-0.1, 0.1, 0.1], [0.0, 0.3, 0.2], [0.2, 0.5, 0.3], [-0.1, -0.3, 0.1], [0.6, 0.1, -0.4], [0.1, 0.0, -0.5], [-0.5, -0.3, 0.8], [-0.5, 0.8, -0.2], [-0.3, 0.0, -0.3], [0.3, -0.7, 0.3]], "nbo_charge": [0.1480, -0.5699, 0.2265, 0.2383, 0.4808, 0.4468, 0.4901, 0.5003, -0.9803, 0.5138, 0.5036, -0.9981]}